No. 1
A structure of composition C4H7NO. Source: the Open Molecules 2025 dataset; level of theory: ωB97M-V with the def2-TZVPD basis set.

```
13
C4H7NO (ωB97M-V with the def2-TZVPD basis set)
C 1.203 -0.479 -0.823
C -1.588 0.035 -0.173
N -0.354 -0.543 0.372
C 1.500 0.617 0.038
C 0.553 0.510 1.061
O 0.242 0.999 2.125
H -0.574 -1.329 0.990
H 1.146 -0.341 -1.909
H 1.424 -1.509 -0.560
H 2.120 1.470 -0.187
H -1.317 0.839 -0.858
H -2.196 0.456 0.632
H -2.160 -0.725 -0.707
```

Summary:
relative energy (zero: lowest compared OMol25 entry of this formula, charge and spin)	83.4	kcal/mol
orbital gap	8.40	eV
LUMO level	0.554	eV



No. 2
The molecule C4H7NO at a distorted geometry. Source: the Open Molecules 2025 dataset; level of theory: ωB97M-V with the def2-TZVPD basis set.

```
13
C4H7NO (ωB97M-V with the def2-TZVPD basis set)
C -0.888 1.149 -0.665
C -0.028 -0.014 -0.246
C 0.779 -0.815 -1.118
N 1.468 0.067 -0.542
C -0.140 -0.715 1.095
O 0.659 -0.001 1.980
H -0.892 1.923 0.109
H -0.517 1.596 -1.594
H -1.919 0.819 -0.826
H 0.317 -1.702 0.876
H 0.892 -1.617 -1.832
H 1.430 0.235 1.330
H -1.161 -0.924 1.435
```

Summary:
relative energy (zero: lowest compared OMol25 entry of this formula, charge and spin)	75.8	kcal/mol
SMILES	C[C@@]1(CO)C=N1
orbital gap	10.92	eV
LUMO level	0.942	eV



No. 3
The molecule C4H7NO at a distorted geometry. Source: the Open Molecules 2025 dataset; level of theory: ωB97M-V with the def2-TZVPD basis set.

```
13
C4H7NO (ωB97M-V with the def2-TZVPD basis set)
O -2.730 -0.808 1.388
C -1.867 -0.389 0.616
C -0.674 0.239 0.973
N 0.263 0.615 -0.117
C 0.688 -0.318 -1.179
C 1.657 0.151 -0.159
H -2.022 -0.481 -0.498
H -0.227 0.292 1.951
H -0.254 1.511 -0.015
H 0.753 0.062 -2.194
H 0.265 -1.314 -1.060
H 1.899 -0.528 0.658
H 2.423 0.870 -0.435
```

Summary:
relative energy (zero: lowest compared OMol25 entry of this formula, charge and spin)	114.3	kcal/mol
SMILES	[O-]/C=C/[NH+]1CC1
orbital gap	7.74	eV
LUMO level	0.494	eV



No. 4
The molecule C4H7NO at a distorted geometry. Source: the Open Molecules 2025 dataset; level of theory: ωB97M-V with the def2-TZVPD basis set.

```
13
C4H7NO (ωB97M-V with the def2-TZVPD basis set)
C 1.328 -0.731 -0.360
N -0.057 -0.531 -0.802
C -0.458 0.901 -0.673
C -1.038 0.630 0.723
C -0.652 -0.817 0.501
O -0.743 -1.843 1.111
H 1.306 -0.639 0.750
H 1.631 -1.747 -0.604
H 2.015 0.027 -0.730
H -1.206 1.199 -1.413
H 0.385 1.601 -0.722
H -0.585 1.159 1.564
H -2.120 0.655 0.784
```

Summary:
relative energy (zero: lowest compared OMol25 entry of this formula, charge and spin)	47.3	kcal/mol
SMILES	CN1CCC1=O
orbital gap	10.49	eV
LUMO level	1.020	eV



No. 5
A structure of composition C4H7NO at a distorted geometry. Source: the Open Molecules 2025 dataset; level of theory: ωB97M-V with the def2-TZVPD basis set.

```
13
C4H7NO (ωB97M-V with the def2-TZVPD basis set)
C -1.799 -0.340 0.437
C -0.362 -0.786 0.231
C 0.410 0.385 -1.197
N 0.695 0.092 0.115
C 1.927 0.496 0.497
O 2.569 1.058 -0.377
H -1.929 0.359 1.272
H -2.430 -1.214 0.635
H -2.197 0.123 -0.467
H -0.111 -1.737 0.744
H 0.784 -0.210 -2.014
H 0.173 1.442 -1.398
H 2.271 0.331 1.521
```

Summary:
relative energy (zero: lowest compared OMol25 entry of this formula, charge and spin)	104.7	kcal/mol
orbital gap (spin up / spin down)	8.65 / 8.65	eV
LUMO level (spin up / spin down)	0.249 / 0.248	eV



No. 6
The molecule C4H7NO. Source: the Open Molecules 2025 dataset; level of theory: ωB97M-V with the def2-TZVPD basis set.

```
13
C4H7NO (ωB97M-V with the def2-TZVPD basis set)
N 0.449 -2.224 0.894
C 0.188 -1.131 0.322
C -0.609 0.010 0.906
C -0.035 1.189 0.121
C 0.153 0.541 -1.248
O 0.601 -0.787 -0.938
H 1.006 -2.820 0.279
H -1.671 -0.146 0.660
H -0.497 0.061 1.992
H 0.947 1.454 0.529
H -0.658 2.085 0.105
H 0.909 1.018 -1.878
H -0.797 0.482 -1.803
```

Summary:
relative energy (zero: lowest compared OMol25 entry of this formula, charge and spin)	17.2	kcal/mol
SMILES	[H]/N=C1/CCCO1
orbital gap	10.86	eV
LUMO level	0.959	eV



No. 7
A cluster of 2 separate species, C4H7NO in total at a distorted geometry. Source: the Open Molecules 2025 dataset; level of theory: ωB97M-V with the def2-TZVPD basis set.

```
13
C4H7NO (ωB97M-V with the def2-TZVPD basis set)
O 2.117 -0.688 0.599
N 1.502 0.562 0.324
C 0.339 0.198 -0.341
C -0.250 -1.143 -0.646
C -0.860 0.316 0.875
C -0.557 1.386 -0.234
H 3.040 -0.421 0.628
H -0.107 -1.277 -1.723
H 0.132 -1.977 -0.047
H -1.898 0.448 1.216
H -1.741 -1.377 -0.150
H -1.460 1.658 -0.789
H -0.257 2.315 0.289
```

Summary:
relative energy (zero: lowest compared OMol25 entry of this formula, charge and spin)	258.8	kcal/mol
orbital gap (spin up / spin down)	8.42 / 6.67	eV
LUMO level (spin up / spin down)	0.347 / -0.525	eV



No. 8
The molecule C4H7NO at a distorted geometry. Source: the Open Molecules 2025 dataset; level of theory: ωB97M-V with the def2-TZVPD basis set.

```
13
C4H7NO (ωB97M-V with the def2-TZVPD basis set)
C 0.376 -1.235 -0.477
C -1.292 0.245 0.388
C -0.071 1.175 -0.254
C 0.819 0.188 -0.615
H 0.954 -1.859 0.467
H 0.318 -1.649 -1.371
H -2.231 0.638 -0.134
H -1.337 0.586 1.461
H -0.473 1.991 -0.751
H 1.827 1.347 0.675
H 1.917 -0.018 -1.166
N 1.050 0.758 0.743
O -0.914 -1.072 0.171
```

Summary:
relative energy (zero: lowest compared OMol25 entry of this formula, charge and spin)	116.6	kcal/mol
SMILES	C1OC[C@H]2N[C@@H]12
orbital gap	10.64	eV
LUMO level	1.011	eV



No. 9
The molecule C4H7NO at a distorted geometry. Source: the Open Molecules 2025 dataset; level of theory: ωB97M-V with the def2-TZVPD basis set.

```
13
C4H7NO (ωB97M-V with the def2-TZVPD basis set)
C -0.558 1.771 0.874
C -0.241 0.507 0.161
N 0.233 -0.652 0.739
C 0.289 -1.637 -0.364
C 0.571 -0.715 -1.514
O -0.176 0.448 -1.108
H 0.368 2.303 1.137
H -1.106 1.573 1.798
H -1.148 2.430 0.231
H 1.073 -2.370 -0.162
H -0.688 -2.171 -0.363
H 0.233 -1.003 -2.504
H 1.151 -0.484 1.073
```

Summary:
relative energy (zero: lowest compared OMol25 entry of this formula, charge and spin)	90.0	kcal/mol
orbital gap (spin up / spin down)	7.46 / 7.46	eV
LUMO level (spin up / spin down)	0.818 / 0.818	eV



No. 10
The molecule C4H7NO. Source: the Open Molecules 2025 dataset; level of theory: ωB97M-V with the def2-TZVPD basis set.

```
13
C4H7NO (ωB97M-V with the def2-TZVPD basis set)
C -0.108 1.786 -0.311
C -0.738 0.536 0.244
O -1.806 0.531 0.786
N 0.019 -0.736 0.109
C 1.270 -0.669 -0.377
C -0.630 -1.820 0.524
H -0.835 2.589 -0.192
H 0.804 2.034 0.239
H 0.149 1.673 -1.367
H 1.828 -1.591 -0.447
H 1.648 0.242 -0.802
H -1.602 -1.702 0.970
H -0.121 -2.771 0.448
```

Summary:
relative energy (zero: lowest compared OMol25 entry of this formula, charge and spin)	72.0	kcal/mol
orbital gap (spin up / spin down)	7.47 / 7.38	eV
LUMO level (spin up / spin down)	0.350 / 0.309	eV



No. 11
The molecule C4H7NO. Source: the Open Molecules 2025 dataset; level of theory: ωB97M-V with the def2-TZVPD basis set.

```
13
C4H7NO (ωB97M-V with the def2-TZVPD basis set)
O 1.548 0.532 0.773
C 1.361 0.121 -0.566
C 0.210 -0.876 -0.713
C -1.144 -0.273 -0.398
C -1.413 0.362 0.718
N -1.616 1.066 1.708
H 0.885 1.201 0.985
H 2.297 -0.358 -0.872
H 1.194 0.983 -1.229
H 0.414 -1.734 -0.062
H 0.192 -1.253 -1.742
H -1.981 0.572 2.522
H -1.948 -0.342 -1.125
```

Summary:
relative energy (zero: lowest compared OMol25 entry of this formula, charge and spin)	49.4	kcal/mol
SMILES	N=C=CCCO
orbital gap	9.85	eV
LUMO level	0.895	eV



No. 12
A cluster of 3 separate species, C4H7NO in total. Source: the Open Molecules 2025 dataset; level of theory: ωB97M-V with the def2-TZVPD basis set.

```
13
C4H7NO (ωB97M-V with the def2-TZVPD basis set)
O -0.819 -2.001 -1.408
N -0.649 -1.879 -0.150
C 0.082 -0.800 0.144
C 0.407 0.265 -0.702
C 0.502 1.223 0.472
C 0.214 0.007 1.416
H -1.166 -0.634 -1.835
H 0.914 0.295 -1.661
H -0.989 0.185 -1.628
H 1.480 1.700 0.590
H -0.272 1.995 0.493
H 1.073 -0.259 2.038
H -0.682 0.076 2.039
```

Summary:
relative energy (zero: lowest compared OMol25 entry of this formula, charge and spin)	148.0	kcal/mol
orbital gap	8.55	eV
LUMO level	-0.343	eV